# 1
ORCA calculation (wB97M-V/def2-TZVPD) on an isolated ion of composition C5H13N2O and charge -1.

Properties
SMILES string: NCCCCNC[O-]
Charge: -1
ΔE to the lowest compared entry with this formula, charge and spin, kJ/mol: 98.03

Cartesian coordinates (Å):
C (-0.282107, 0.318802, 0.962923)
N (-0.016114, 1.485375, 1.762778)
C (-1.221639, 2.221712, 2.321204)
O (-1.452000, 1.985200, 3.592615)
C (-0.031497, 0.530292, -0.546780)
C (1.015943, -0.416471, -1.130020)
C (0.550498, -1.871085, -1.197184)
N (0.791228, -2.483898, -2.515150)
H (0.330153, -0.539375, 1.288260)
H (-1.327173, 0.000404, 1.109723)
H (0.570116, 1.264573, 2.556812)
H (-2.036475, 1.897065, 1.602104)
H (-1.029960, 3.301000, 2.055794)
H (-0.946116, 0.422270, -1.133900)
H (0.320932, 1.552347, -0.669728)
H (1.285395, -0.061263, -2.129889)
H (1.923495, -0.330523, -0.519199)
H (1.082939, -2.456549, -0.450327)
H (-0.504199, -1.962260, -0.930317)
H (0.954707, -1.788687, -3.227643)
H (0.021864, -3.068920, -2.802066)

Atoms 1-2, force components in eV/Å:
C -0.3 -0.4 0.1
N 0.5 0.2 -0.3



# 2
ORCA calculation (wB97M-V/def2-TZVPD) on an isolated ion of composition C5H13N2O and charge +1.

Properties
SMILES string: N/C=C/C[C@@H]([NH3+])CO
Charge: +1
ΔE to the lowest compared entry with this formula, charge and spin, kJ/mol: 366.60

Cartesian coordinates (Å):
C (-1.809392, -1.094611, -0.676489)
O (-1.975460, -2.380216, -1.245872)
C (-0.466710, -0.956756, 0.031961)
C (-0.080864, 0.483073, 0.501133)
C (1.031617, 1.036812, -0.288047)
C (1.626710, 2.211397, 0.210247)
N (2.425477, 3.030054, -0.470685)
N (-0.461703, -1.955227, 1.160465)
H (-2.028743, -0.287541, -1.341599)
H (-2.810742, -1.285657, -0.000718)
H (-1.783157, -2.416891, -2.205713)
H (0.432112, -1.225426, -0.742746)
H (0.186863, 0.483098, 1.610608)
H (-0.974925, 1.157686, 0.349342)
H (1.116934, 0.713941, -1.248929)
H (1.373567, 2.398165, 1.324951)
H (2.697085, 2.991463, -1.400368)
H (2.691490, 3.921561, 0.015167)
H (-0.424807, -1.555300, 2.202718)
H (0.321027, -2.594947, 1.091269)
H (-1.086387, -2.674677, 1.123296)

Atoms 1-2, force components in eV/Å:
C -3.1 -1.8 1.9
O 1.0 -0.7 -1.6



# 3
ORCA calculation (wB97M-V/def2-TZVPD) on a 2-piece molecular cluster, C5H13N2O overall.

Properties
Charge: +1
ΔE to the lowest compared entry with this formula, charge and spin, kJ/mol: 356.21

Cartesian coordinates (Å):
C (1.641790, 1.064232, -0.355546)
C (-1.088183, -0.281245, -1.547102)
C (-1.127843, -1.431688, 0.650216)
C (-0.179709, 1.714200, 1.596873)
C (-0.339600, -1.053063, -0.528316)
N (1.045639, 0.781046, 0.866263)
N (0.909158, -1.392186, -0.745735)
O (1.008578, 1.711432, -1.231403)
H (2.626762, 0.797774, -0.545943)
H (-0.900530, -0.741453, -2.543006)
H (-2.143371, 0.033350, -1.519699)
H (-0.448402, 0.701006, -1.812315)
H (-1.551307, -0.790918, 1.388744)
H (-1.991931, -1.855054, 0.178417)
H (-0.655837, -2.343419, 1.125653)
H (0.025697, 2.688432, 2.054010)
H (-0.766053, 1.713244, 0.734980)
H (-0.466915, 1.017776, 2.298836)
H (1.285521, -2.004966, -0.115302)
H (1.368231, -0.806481, -1.534507)
H (1.748305, 0.477981, 1.584882)

Atoms 1-2, force components in eV/Å:
C -4.7 3.9 0.1
C 2.3 2.1 -2.5



# 4
ORCA calculation (wB97M-V/def2-TZVPD) on a 2-piece molecular cluster, C5H13N2O overall.

Properties
Charge: +1
ΔE to the lowest compared entry with this formula, charge and spin, kJ/mol: 234.95

Cartesian coordinates (Å):
C (-2.199555, 0.608014, 0.568057)
C (-1.910561, -0.738850, -0.068398)
C (-0.444557, -0.894000, -0.227266)
C (0.171465, -0.381045, -1.280835)
N (1.533072, -0.067591, -1.199260)
C (2.485095, -0.555665, -1.870394)
N (-1.203320, 0.794114, 1.686243)
H (-2.043071, 1.383931, -0.172141)
H (-3.186565, 0.733457, 0.995291)
H (-2.508463, -1.555306, 0.369379)
H (-2.468829, -0.842778, -1.007861)
H (0.228141, -1.292031, 0.517882)
H (-0.305999, -0.031072, -2.192724)
H (2.356627, -1.358409, -2.593345)
H (3.454572, -0.159703, -1.616989)
H (-1.453255, 1.554422, 2.315102)
H (-0.232165, 0.958708, 1.349771)
H (-1.147766, -0.097152, 2.178974)
H (2.040128, 0.845976, 0.648937)
H (1.882619, 0.410384, 2.227853)
O (1.498527, 0.821058, 1.450925)

Atoms 1-2, force components in eV/Å:
C 0.1 0.1 0.0
C -1.8 -1.2 -0.5



Per-record total energy, Eh: -383.0265, -382.7220, -382.7260, -382.7722
Per-record max |F|, eV/Å: 0.6, 5.1, 6.1, 2.3
Per-record Kohn-Sham gap, eV: 5.85, 7.59, 9.72, 9.54